Density functional theory data (ωB97M-V/def2-TZVPD) for a single C4H9NOS molecule.

LUMO energy in eV: 0.66
Energy above the lowest of the compared OMol25 structures with the same formula, charge and spin in eV: 0.557
Strongest force on any atom in eV Å⁻¹: 0.69
Frontier orbital gap in hartree: 0.36776
DFT total energy in eV: -18666.9698

Geometry as ORCA input:
```
! wB97M-V def2-TZVPD RIJCOSX def2/J DEFGRID3
* xyz 0 1
C -1.0932 -0.8809 0.7007
C -0.0457 -0.1558 -0.1592
C 1.3921 -0.3399 0.2907
S 1.7764 -2.1174 0.3082
N -0.3453 1.2804 -0.1596
C -1.2830 1.7727 -1.0268
O -2.0185 1.0918 -1.6946
H -2.0409 -0.8626 0.1555
H -1.2279 -0.3564 1.6474
H -0.8550 -1.9277 0.9138
H -0.1639 -0.5119 -1.1917
H 2.0642 0.1189 -0.4361
H 1.5691 0.0854 1.2784
H 3.1011 -1.9656 0.4177
H 0.4382 1.8905 0.0200
H -1.2677 2.8784 -1.0642
*
```

Here are the natural (NBO) charges for atoms 1 to 8, given in e: atom 1 (C): -0.63, atom 2 (C): -0.07, atom 3 (C): -0.52, atom 4 (S): -0.04, atom 5 (N): -0.62, atom 6 (C): 0.54, atom 7 (O): -0.60, atom 8 (H): 0.24

---

Density functional theory data (ωB97M-V/def2-TZVPD) for 8 unconnected molecules or ions with the total composition C10H38N2O9.

LUMO energy in eV: 0.01
Energy above the lowest of the compared OMol25 structures with the same formula, charge and spin in eV: 4.840
Strongest force on any atom in eV Å⁻¹: 2.38
Frontier orbital gap in hartree: 0.31691
DFT total energy in eV: -32390.8123

Geometry as ORCA input:
```
! wB97M-V def2-TZVPD RIJCOSX def2/J DEFGRID3
* xyz 0 1
C -2.3171 1.5274 4.9620
O -1.0502 0.9982 5.2578
C -0.5585 -0.0803 4.4126
C 0.6490 -0.9367 4.9320
C 1.8884 -0.1206 5.1268
N 0.8823 -2.1641 4.1407
H -2.4422 2.4660 5.5019
H -3.1779 0.8958 5.1814
H -2.4045 2.0105 3.9888
H -1.4069 -0.7213 4.1731
H -0.3542 0.3947 3.4530
H 0.2884 -1.4020 5.8493
H 2.7461 -0.7388 5.3916
H 1.8537 0.5982 5.9455
H 2.0945 0.4018 4.1926
H -0.0181 -2.4763 3.8062
H 1.4300 -2.2355 3.2952
C -1.5959 -0.0224 -8.0296
O -1.0871 0.5819 -6.8403
C -0.8089 -0.4359 -5.8484
C -0.0817 0.1430 -4.4740
C 0.2098 -1.0346 -3.4757
N -0.7419 1.2274 -3.8448
H -0.8950 -0.5194 -8.7003
H -2.0574 0.7436 -8.6528
H -2.3917 -0.7644 -7.9660
H -1.7428 -0.8964 -5.5264
H -0.1812 -1.1329 -6.4037
H 0.7827 0.7506 -4.7421
H 1.0148 -1.6846 -3.8186
H -0.7034 -1.6245 -3.3960
H 0.5290 -0.5930 -2.5317
H -1.7015 0.9383 -3.7196
H -0.6615 2.1122 -4.3251
O 0.9177 -2.2720 1.2636
C 1.3223 -1.3589 0.2629
C 1.3247 0.1089 0.7749
O 0.7087 1.0300 -0.0923
H -0.0055 -2.2137 1.5202
H 2.3342 -1.5764 -0.0791
H 0.5285 -1.4802 -0.4742
H 2.3760 0.3176 0.9731
H 0.8168 0.2107 1.7339
H 0.9181 1.9366 0.1440
O -1.3085 4.4258 1.3653
H -1.7723 5.0411 0.7975
H -1.3738 3.5851 0.9123
O -1.6001 -2.2214 2.1987
H -2.3063 -1.8818 1.6489
H -1.9589 -3.0208 2.5838
O -1.8450 2.2963 -0.8572
H -1.4398 2.9302 -1.4489
H -1.1783 1.6201 -0.7368
O 2.6108 3.1002 -0.4937
H 3.0959 3.5596 0.1918
H 3.2221 2.4391 -0.8184
O 3.2030 -4.2294 0.6471
H 2.5160 -3.5726 0.5334
H 2.9045 -4.9802 0.1339
*
```

Here are the natural (NBO) charges for atoms 1 to 8, given in e: atom 1 (C): -0.26, atom 2 (O): -0.55, atom 3 (C): -0.06, atom 4 (C): -0.06, atom 5 (C): -0.62, atom 6 (N): -0.85, atom 7 (H): 0.20, atom 8 (H): 0.16

---

> Among the records above, which one has the lowest energy above the lowest of the compared OMol25 structures with the same formula, charge and spin?

C4H9NOS

---

> Which of these has the highest energy above the lowest of the compared OMol25 structures with the same formula, charge and spin?

C10H38N2O9